1.
Entry from the OMol25 dataset: a structure of composition C19H28N6O2W in a non-equilibrium geometry (ωB97M-V/def2-TZVPD).

The electronic energy is -34972.78221 eV. The HOMO energy (spin up / spin down) is -20.823 / -21.005 eV. The value obtained for the lowest unoccupied orbital energy (spin up / spin down) is -16.44 / -15.78 eV.

```
! RIJCOSX wB97M-V def2-TZVPD def2/J DEFGRID3
* xyz 4 3
N 0.15254 2.07901 -0.49338
C 0.18069 3.23329 -0.47819
C 0.22364 4.65212 -0.30532
H -0.79738 5.04816 -0.33137
H 0.80920 5.08590 -1.12231
H 0.69273 4.89427 0.65598
N 1.62122 -1.07881 -0.87285
C 2.58618 -1.71452 -1.01949
C 3.78790 -2.47797 -1.00872
H 4.48406 -2.04776 -1.73087
H 3.56000 -3.50671 -1.29477
H 4.24027 -2.46587 -0.01227
N -1.80484 -1.00647 -0.54678
C -2.86536 -1.48698 -0.49083
C -4.14020 -2.09192 -0.31534
H -4.07568 -2.86854 0.45787
H -4.45348 -2.54187 -1.26460
H -4.87064 -1.33017 -0.01289
W 0.01376 -0.00368 -0.08833
C -0.00913 -1.67675 1.09897
O -0.06636 -2.69166 1.67229
C 1.54006 0.63330 1.10324
O 2.48772 0.97460 1.70123
C 0.50991 1.33858 -3.02217
C -0.88450 1.40386 -2.88588
C -1.63815 0.24496 -2.90174
C -1.00605 -1.00129 -3.04728
C 0.37401 -1.06686 -3.16476
C 1.13532 0.10314 -3.15759
H 1.09545 2.25061 -3.13610
H -1.38633 2.37742 -2.88973
H -2.73042 0.30534 -2.91147
H -1.59884 -1.90887 -3.16696
H 0.84671 -2.03380 -3.36698
H 2.20796 0.06725 -3.36330
C 0.09572 -0.40846 4.16109
N -0.17614 0.86786 3.50134
C 0.43776 2.03322 4.13768
C -1.34924 1.03670 2.75420
N -1.41065 0.80797 1.45063
N -2.46329 1.47278 3.39641
C -2.61266 1.48268 4.84647
C -3.65205 1.88565 2.67036
H -0.70793 -1.13247 3.97008
H 0.18953 -0.25822 5.24846
H 1.04457 -0.81177 3.78580
H 0.18403 2.94834 3.58609
H 0.12808 2.14930 5.18889
H 1.52414 1.89922 4.10855
H -2.34633 1.04313 1.10951
H -2.74313 2.50840 5.21734
H -3.50986 0.91440 5.12604
H -1.75312 1.03428 5.33942
H -3.44798 2.72827 1.99792
H -4.10273 1.05456 2.11181
H -4.37816 2.21963 3.41950
*
```

---

2.
Entry from the OMol25 dataset: a structure of composition C3H13N5 in a non-equilibrium geometry (ωB97M-V/def2-TZVPD).

The electronic energy is -10767.83651 eV. The HOMO energy is -7.191 eV. The value obtained for the lowest unoccupied orbital energy is 0.60 eV. For the energy above the lowest of the compared OMol25 structures with the same formula, charge and spin, the calculation gives 4.925 eV.

```
! RIJCOSX wB97M-V def2-TZVPD def2/J DEFGRID3
* xyz 0 1
C 2.39190 0.51866 -1.28820
N 1.89629 0.17818 0.05003
H 2.66020 -0.01963 0.69148
H 0.77774 -0.62024 0.03208
H 2.93080 -0.32636 -1.71716
H 3.04921 1.39035 -1.26795
H 1.52918 0.75561 -1.90500
N -0.88838 1.22407 -0.16365
C -0.51842 -1.19367 0.18659
N -2.22689 1.20770 -0.00003
N -0.18179 1.81116 0.70694
N -0.79198 -1.25588 1.53280
C -1.09735 -1.92294 -0.76758
H -2.67063 0.54507 -0.61975
H -2.58004 1.20762 0.96065
H 1.30099 0.99969 0.43901
H -0.68695 2.06163 1.57735
H -0.49911 -0.45176 2.07380
H -1.64596 -1.69255 1.84605
H -0.87207 -1.76071 -1.80971
H -1.87672 -2.65599 -0.55776
*
```

---

3.
Entry from the OMol25 dataset: the molecule CH2IPS in a non-equilibrium geometry (ωB97M-V/def2-TZVPD).

The electronic energy is -29290.54983 eV. The HOMO energy (spin up / spin down) is -8.739 / -7.247 eV. The value obtained for the lowest unoccupied orbital energy (spin up / spin down) is -1.30 / -1.76 eV. For the energy above the lowest of the compared OMol25 structures with the same formula, charge and spin, the calculation gives 2.557 eV.

```
! RIJCOSX wB97M-V def2-TZVPD def2/J DEFGRID3
* xyz 0 1
C -1.62975 1.01751 -0.35761
P 1.94173 -2.19640 0.37061
S 3.14302 -0.92490 1.01200
I -0.76570 -0.76211 0.24336
H -1.02708 1.71053 0.13279
H -1.66223 1.15537 -1.40115
*
```

---

4.
Entry from the OMol25 dataset: a structure of composition C19H27N3O4S2 in a non-equilibrium geometry (ωB97M-V/def2-TZVPD).

The electronic energy is -54472.86598 eV. The HOMO energy is -7.658 eV. The value obtained for the lowest unoccupied orbital energy is 0.63 eV. For the energy above the lowest of the compared OMol25 structures with the same formula, charge and spin, the calculation gives 0.024 eV.

```
! RIJCOSX wB97M-V def2-TZVPD def2/J DEFGRID3
* xyz 0 1
C -1.83027 3.19704 -3.11644
H -1.98886 4.05070 -3.77128
H -2.75702 2.98785 -2.58690
H -1.06770 3.45438 -2.38698
C -1.39208 1.97827 -3.92963
C -1.19165 0.78656 -3.04375
C -2.16418 -0.13718 -2.82914
S -1.67097 -1.40288 -1.72695
C -0.12405 -0.67994 -1.56683
C 0.00595 0.49030 -2.31082
C 1.23948 1.24821 -2.24364
O 2.24054 0.87362 -1.63618
O 1.22715 2.41529 -2.89497
C 2.41213 3.18778 -2.80873
H 2.63700 3.42287 -1.76603
H 3.25697 2.64194 -3.23514
H 2.22060 4.09704 -3.37291
N 0.87213 -1.16573 -0.77771
C 0.81276 -2.21121 0.07420
N 1.92418 -2.48312 0.81728
C 1.74907 -3.01724 2.15263
H 2.44356 -3.84706 2.30934
C 2.00417 -1.88603 3.18548
N 1.87048 -0.60757 2.52668
C 0.72583 0.10935 2.41537
O 0.61328 1.01512 1.60987
C -0.38047 -0.20093 3.43904
H 0.04694 -0.01277 4.43573
C -1.62693 0.66260 3.18601
H -1.69443 1.48958 3.88896
H -1.57127 1.06945 2.17511
C -2.78028 -0.33014 3.31441
H -3.63267 -0.07247 2.69140
C -2.10824 -1.62587 2.87462
H -2.57066 -2.52976 3.27188
O -0.79495 -1.56036 3.40605
H -2.07062 -1.69443 1.77995
H -3.10499 -0.40932 4.35306
C 2.93083 -0.38010 1.56056
H 2.63591 0.46543 0.93627
C 3.11990 -1.66948 0.72967
H 3.93275 -2.27501 1.14054
H 3.36681 -1.44356 -0.30788
H 3.85259 -0.12316 2.09181
H 1.29706 -1.97379 4.00549
H 3.02318 -1.94526 3.58122
H 0.72579 -3.38404 2.23944
S -0.52761 -3.18755 0.13756
H 1.68314 -0.52987 -0.81210
C -3.53562 -0.19020 -3.40858
H -4.06978 -1.04961 -3.01123
H -3.49427 -0.28208 -4.49445
H -4.09789 0.71117 -3.16672
H -0.46486 2.20810 -4.45296
H -2.15786 1.74511 -4.67168
*
```

---

5.
Entry from the OMol25 dataset: a cluster of 2 separate species, C4H7NO in total (ωB97M-V/def2-TZVPD).

The electronic energy is -7795.27019 eV. The HOMO energy is -8.898 eV. The value obtained for the lowest unoccupied orbital energy is -0.35 eV. For the energy above the lowest of the compared OMol25 structures with the same formula, charge and spin, the calculation gives 4.374 eV.

```
! RIJCOSX wB97M-V def2-TZVPD def2/J DEFGRID3
* xyz 0 1
C 1.72003 0.54482 -0.30930
C 0.51008 0.28647 0.60634
C -0.41565 -0.55393 -0.20626
O -1.80760 -1.00575 1.09191
C -1.19627 0.09739 -1.19598
N -1.83127 0.51070 -2.08248
H 2.48493 1.10251 0.23705
H 2.15620 -0.39718 -0.65486
H 1.43220 1.13060 -1.18823
H 0.08297 1.24025 0.93999
H 0.84006 -0.27194 1.48837
H -1.31694 -1.73918 0.64697
H -2.65873 -0.94474 0.62650
*
```

---

6.
Entry from the OMol25 dataset: the molecule C2H6Se in a non-equilibrium geometry (ωB97M-V/def2-TZVPD).

The electronic energy is -67516.51312 eV. The HOMO energy is -8.759 eV. The structure (SMILES) is CC[SeH]. The value obtained for the lowest unoccupied orbital energy is 0.90 eV. For the energy above the lowest of the compared OMol25 structures with the same formula, charge and spin, the calculation gives 0.175 eV.

```
! RIJCOSX wB97M-V def2-TZVPD def2/J DEFGRID3
* xyz 0 1
C 0.83337 0.48065 0.36665
C -0.23318 -0.48283 0.22525
Se -1.95333 0.20109 -0.36391
H 1.01481 0.95782 1.33506
H 1.80437 -0.00407 0.17251
H 0.63686 1.15816 -0.42911
H -0.53219 -1.18824 1.11092
H 0.07635 -1.33385 -0.54841
H -1.64706 0.21125 -1.86895
*
```

---

7.
Entry from the OMol25 dataset: a cluster of 2 separate species, C11H22BBrClN3O5PS in total in a non-equilibrium geometry (ωB97M-V/def2-TZVPD).

The electronic energy is -129822.17442 eV. The HOMO energy is -10.927 eV. The value obtained for the lowest unoccupied orbital energy is -5.18 eV.

```
! RIJCOSX wB97M-V def2-TZVPD def2/J DEFGRID3
* xyz 1 1
C -0.18812 -3.10575 -0.46920
O -1.03778 -1.87983 -0.46904
B -0.31230 -0.79224 0.26711
O -0.25835 -0.98352 1.75955
C 0.32648 0.52329 -0.48139
C 1.97547 0.59292 -0.75782
Cl 3.13437 -0.78382 -0.29878
C 2.45227 2.00563 -1.51800
P 4.33694 2.22663 -1.95822
O 5.26655 2.63659 -0.54411
O 4.94757 0.80663 -2.77254
N 1.54346 3.12236 -1.89888
N 0.21686 2.97203 -1.63771
C -0.66130 4.17439 -2.06179
N -0.99676 5.07925 -0.86882
C -0.55735 1.84277 -1.00751
C -2.17901 1.75610 -0.78360
C -2.75438 0.73856 -1.97863
C -4.20753 1.21598 -2.58491
Br -1.47450 0.72082 -3.56739
H 0.01908 -3.33844 -1.61667
H 0.80368 -2.80551 0.11619
H -0.67346 -4.01041 0.10331
H -0.23497 -0.04200 2.13927
H 6.00533 3.24748 -0.89792
H 5.13927 0.05996 -2.12908
H -0.04298 4.85067 -2.81260
H -1.62174 3.78471 -2.62362
H -1.86803 4.75615 -0.38914
H -0.20268 5.12710 -0.19042
H -2.49733 1.27517 0.26195
H -2.74295 2.78721 -0.83340
H -2.83928 -0.37901 -1.62246
H -5.00856 1.45855 -1.76011
H -4.07298 2.09600 -3.37763
H -4.64939 0.30575 -3.21557
C 0.41348 -5.46199 4.76112
S -0.20502 -4.35176 3.47362
O 0.52403 -4.68244 2.20462
C 0.53814 -2.84794 4.15108
H 0.09902 -6.48060 4.52170
H 1.50485 -5.42026 4.79849
H -0.00660 -5.17188 5.72661
H 1.62164 -2.96680 4.22617
H 0.11363 -2.64226 5.13643
H 0.31123 -2.01620 3.47977
*
```

---

8.
Entry from the OMol25 dataset: the molecule C3H3ClN2OS in a non-equilibrium geometry (ωB97M-V/def2-TZVPD).

The electronic energy is -31540.79239 eV. The HOMO energy is -8.151 eV. The structure (SMILES) is On1cc(Cl)c(S)n1. The value obtained for the lowest unoccupied orbital energy is 0.54 eV. For the energy above the lowest of the compared OMol25 structures with the same formula, charge and spin, the calculation gives 3.742 eV.

```
! RIJCOSX wB97M-V def2-TZVPD def2/J DEFGRID3
* xyz 0 1
C 0.93025 0.41108 0.39275
C -0.39235 -1.02770 -0.79644
C 0.76276 -0.93758 -0.10934
H 2.00486 2.35705 1.35499
H -2.66379 0.95641 0.13998
H -0.99310 -1.75536 -1.22597
N -0.33710 0.91228 0.21241
N -1.06615 0.06279 -0.28292
O -2.32944 0.27671 -0.70540
S 2.27630 1.10357 1.08525
Cl 1.80777 -2.35924 -0.06531
*
```

---

> Among the records above, which one has the lowest electronic energy?

C11H22BBrClN3O5PS

---

> What is the electronic energy in the fifth record?

-7795.27019 eV